No. 1
{"formula": "C6H6O", "method": "ωB97M-V/def2-TZVPD", "de_lowest_kj_mol": 412.27, "charge": 0, "homo_energy_ha": -0.329, "smiles": "C#CC1=CCOC1", "gap_ev": 9.671, "e_lumo_ev": 0.713, "elements": ["C", "C", "C", "C", "C", "O", "C", "H", "H", "H", "H", "H", "H"], "positions_angstrom": [[3.1014, -0.0236, -0.2278], [1.9055, 0.0266, 0.0657], [0.4961, 0.0731, 0.0281], [-0.3692, 1.0605, -0.0184], [-1.8675, 0.5237, -0.1265], [-1.7496, -0.7780, -0.1844], [-0.3807, -1.1738, 0.0650], [4.1308, -0.2125, -0.1545], [-0.2444, 2.2370, 0.4328], [-2.1695, 1.0147, -1.0888], [-2.5645, 0.9406, 0.7178], [0.0460, -2.0011, -0.5370], [-0.3342, -1.6872, 1.0278]]}

***

No. 2
{"formula": "C4H11NO", "method": "ωB97M-V/def2-TZVPD", "de_lowest_kj_mol": 129.82, "charge": 0, "homo_energy_ha": -0.362, "smiles": "CC(N)=O.CC", "gap_ev": 10.666, "e_lumo_ev": 0.816, "elements": ["C", "C", "N", "O", "H", "H", "H", "H", "H", "C", "C", "H", "H", "H", "H", "H", "H"], "positions_angstrom": [[-1.6071, -0.4807, 1.1962], [-0.4358, -1.3358, 0.9058], [-0.5674, -2.7014, 0.7610], [0.6997, -0.8916, 0.8809], [-1.1806, 0.2051, 1.9879], [-2.5117, -0.9360, 1.5987], [-1.9575, 0.1596, 0.4619], [0.0802, -3.3830, 0.3949], [-1.5044, -3.1074, 0.9382], [1.2075, 1.9388, -2.2856], [0.7773, 2.9210, -1.1281], [0.4086, 1.4045, -2.6627], [1.9135, 1.2587, -1.6714], [1.6016, 2.6499, -3.2040], [1.6008, 3.0363, -0.3852], [-0.1000, 2.5563, -0.6040], [0.3719, 3.9386, -1.3578]]}

***

No. 3
{"formula": "C33H61BN5O20", "method": "ωB97M-V/def2-TZVPD", "charge": 1, "homo_energy_ha": -0.434, "gap_ev": 8.473, "e_lumo_ev": -3.330, "elements": ["C", "C", "O", "B", "O", "C", "N", "C", "N", "C", "C", "C", "C", "C", "N", "N", "N", "H", "H", "H", "H", "H", "H", "H", "H", "H", "H", "H", "H", "H", "C", "C", "O", "C", "O", "O", "C", "H", "H", "H", "H", "H", "H", "H", "H", "C", "C", "O", "C", "O", "O", "C", "H", "H", "H", "H", "H", "H", "H", "H", "C", "C", "O", "C", "O", "O", "C", "H", "H", "H", "H", "H", "H", "H", "H", "C", "C", "O", "C", "O", "O", "C", "H", "H", "H", "H", "H", "H", "H", "H", "C", "C", "O", "C", "O", "O", "C", "H", "H", "H", "H", "H", "H", "H", "H", "C", "C", "O", "C", "O", "O", "C", "H", "H", "H", "H", "H", "H", "H", "H"], "positions_angstrom": [[2.5385, 4.2633, 0.9291], [2.0815, 2.8387, 1.0647], [1.2411, 2.6867, 2.2357], [0.2916, 1.7558, 2.0202], [-0.9766, 2.0942, 1.6149], [0.6175, 0.2122, 2.3044], [1.8562, -0.2583, 2.3051], [1.7397, -1.5745, 2.5481], [2.7730, -2.3991, 2.6067], [2.6099, -3.8108, 2.8273], [2.3700, -4.2531, 4.1194], [2.1697, -5.6182, 4.2996], [2.2264, -6.4519, 3.1898], [2.4937, -5.8753, 1.9483], [2.6716, -4.5731, 1.7466], [0.4538, -1.9098, 2.7130], [-0.2547, -0.7584, 2.5476], [1.7010, 4.9508, 0.9453], [3.0262, 4.3979, -0.0321], [3.2582, 4.5250, 1.6950], [1.5507, 2.5578, 0.1509], [2.9397, 2.1781, 1.1495], [-1.2131, 1.7120, 0.7634], [3.6765, -1.9872, 2.4447], [2.3284, -3.6068, 4.9807], [1.9663, -6.0309, 5.2746], [2.0654, -7.5108, 3.2844], [2.5526, -6.5221, 1.0862], [0.0660, -2.8205, 2.8997], [-1.2570, -0.7005, 2.6129], [2.8550, 8.7224, -4.9575], [3.3773, 7.8171, -3.8648], [2.4570, 7.7210, -2.7627], [1.3869, 6.9659, -2.9805], [1.1363, 6.3552, -3.9875], [0.6184, 7.0049, -1.8904], [-0.6256, 6.3124, -2.0260], [2.6077, 9.7046, -4.5526], [3.6001, 8.8450, -5.7425], [1.9513, 8.3118, -5.4035], [4.2913, 8.2228, -3.4370], [3.6004, 6.8204, -4.2452], [-0.4734, 5.2823, -2.3417], [-1.2665, 6.8280, -2.7388], [-1.0963, 6.3255, -1.0471], [-1.0534, 8.7916, -8.6030], [-0.1275, 9.5424, -7.6695], [1.1108, 9.8927, -8.3029], [1.0485, 10.9219, -9.1478], [0.0740, 11.5835, -9.3884], [2.2630, 11.1067, -9.6621], [2.3371, 12.1524, -10.6358], [-0.5481, 7.9166, -9.0149], [-1.9441, 8.4640, -8.0660], [-1.3658, 9.4190, -9.4358], [0.1519, 8.9066, -6.8312], [-0.6047, 10.4349, -7.2651], [1.9519, 13.0863, -10.2340], [1.7825, 11.8746, -11.5303], [3.3887, 12.2661, -10.8806], [-2.9412, -10.3862, -0.5835], [-1.4666, -10.3828, -0.9219], [-1.0256, -9.0968, -1.3994], [-0.8618, -8.1668, -0.4765], [-1.0087, -8.2830, 0.7148], [-0.4827, -7.0285, -1.0709], [-0.4654, -5.9305, -0.1644], [-3.5281, -10.0538, -1.4401], [-3.2592, -11.3916, -0.3106], [-3.1577, -9.7193, 0.2501], [-1.2647, -11.0693, -1.7405], [-0.8561, -10.6862, -0.0720], [0.1267, -6.1610, 0.7181], [-1.4848, -5.6786, 0.1295], [-0.0229, -5.0857, -0.6862], [-0.8147, 3.8834, -6.5892], [-1.9801, 4.8326, -6.4152], [-3.2367, 4.1342, -6.3639], [-3.5043, 3.5059, -5.2268], [-2.8051, 3.4742, -4.2449], [-4.6893, 2.9092, -5.3539], [-5.0896, 2.1331, -4.2256], [-0.9637, 3.2524, -7.4666], [0.1138, 4.4409, -6.7089], [-0.7104, 3.2281, -5.7260], [-2.0544, 5.4950, -7.2751], [-1.8623, 5.4533, -5.5271], [-5.0690, 2.7284, -3.3153], [-4.4439, 1.2625, -4.1178], [-6.1061, 1.8078, -4.4247], [-2.2125, -7.6256, 3.4118], [-2.1582, -7.0832, 4.8234], [-2.7387, -5.7699, 4.9230], [-4.0725, -5.7342, 4.9212], [-4.8067, -6.6826, 4.8845], [-4.4502, -4.4562, 4.9910], [-5.8694, -4.2633, 4.9506], [-1.7542, -6.9242, 2.7169], [-1.6781, -8.5713, 3.3470], [-3.2390, -7.7899, 3.0877], [-1.1221, -6.9525, 5.1347], [-2.6357, -7.7543, 5.5366], [-6.3629, -4.8478, 5.7227], [-6.2593, -4.5353, 3.9715], [-6.0388, -3.2059, 5.1298], [3.5377, -5.0604, 11.5556], [4.1275, -4.2837, 10.3995], [3.5326, -4.6554, 9.1396], [2.3240, -4.1661, 8.9117], [1.6966, -3.4221, 9.6140], [1.9110, -4.6246, 7.7172], [0.5885, -4.2242, 7.3671], [3.6205, -6.1326, 11.3749], [4.0680, -4.8190, 12.4758], [2.4840, -4.8239, 11.6945], [5.1843, -4.5145, 10.2882], [4.0323, -3.2083, 10.5447], [0.4772, -3.1419, 7.4117], [-0.1497, -4.6963, 8.0125], [0.4296, -4.5613, 6.3452]]}

***

No. 4
{"formula": "C6H7HgO6", "method": "ωB97M-V/def2-TZVPD", "de_lowest_kj_mol": 0.00, "s_squared": 0.76, "charge": 0, "homo_energy_ha": [-0.361, -0.347], "spin_multiplicity": 2, "gap_ev": [9.690, 5.615], "e_lumo_ev": [-0.122, -3.828], "elements": ["O", "C", "O", "O", "Hg", "C", "C", "C", "C", "O", "C", "O", "O", "H", "H", "H", "H", "H", "H", "H"], "positions_angstrom": [[-3.8947, 0.9465, -0.4143], [-2.6724, 1.1390, -0.1887], [-1.8497, 0.4172, -0.9698], [-2.2142, 1.8972, 0.6852], [-4.6968, 1.0187, 1.9276], [-1.1707, -0.7922, -0.7279], [-0.2675, -0.8334, 0.4970], [1.0603, -1.4484, 0.1825], [2.2533, -0.8690, 0.3035], [2.4077, 0.3929, 0.8720], [2.6667, 1.4673, 0.1132], [3.0551, 2.4909, 0.6065], [2.4541, 1.3410, -1.1867], [-0.5883, -0.9744, -1.6409], [-1.9176, -1.5962, -0.6864], [-0.7502, -1.4536, 1.2684], [-0.1304, 0.1760, 0.9040], [1.0699, -2.4846, -0.1661], [3.1940, -1.3535, 0.0355], [1.9915, 0.5185, -1.4146]]}

***

No. 5
{"formula": "C8H12ClP", "method": "ωB97M-V/def2-TZVPD", "de_lowest_kj_mol": 283.63, "charge": 0, "homo_energy_ha": -0.307, "smiles": "[H]/P=C(\\Cl)CCC/C=C/C=C", "gap_ev": 8.471, "e_lumo_ev": 0.129, "elements": ["H", "P", "C", "Cl", "C", "C", "C", "C", "C", "C", "C", "H", "H", "H", "H", "H", "H", "H", "H", "H", "H", "H"], "positions_angstrom": [[-4.4382, 1.2502, -1.2704], [-3.5901, 1.6599, -0.2697], [-3.4593, 0.0339, 0.0194], [-4.3107, -1.1676, -0.7076], [-2.4606, -0.5136, 1.1612], [-1.0411, -0.8721, 0.5824], [-0.2661, 0.2964, 0.2490], [0.9715, -0.2505, -0.4139], [2.1666, 0.3000, -0.1730], [3.3851, 0.0282, -0.8979], [4.5218, 0.6126, -0.4882], [-2.7917, -1.4618, 1.4545], [-2.6065, 0.2810, 1.8292], [-1.3466, -1.5607, -0.1335], [-0.4696, -1.4020, 1.3246], [-0.8496, 0.8457, -0.5543], [0.0399, 0.9627, 1.0435], [0.8561, -1.1344, -1.0782], [2.2464, 0.9803, 0.5590], [3.3798, -0.7384, -1.6571], [5.4495, 0.2920, -0.7747], [4.6134, 1.5583, 0.1958]]}